Record 1
110
Properties=species:S:1:pos:R:3 method="wB97M-V/def2-TZVPD" total_charge=+1 max_force_ev_per_a=3.0 orbital_gap_ha=0.223 e_above_lowest_kcal_mol=40.1
Ti 1.31529 0.43261 0.59338
O -0.48379 -0.12795 1.26672
C -1.07870 0.35715 2.24342
C -0.72166 1.57373 2.92455
C -1.54463 1.96204 3.98729
C -1.19173 3.06254 4.72294
C -0.03217 3.78224 4.45397
C 0.77576 3.41634 3.39659
C 0.42742 2.32428 2.59731
O 1.18362 1.99913 1.55575
N -2.06507 3.49059 5.83745
O -1.74743 4.49803 6.42887
O -3.03579 2.80442 6.07025
H -1.92672 -0.19395 2.65220
H -2.44022 1.40670 4.23340
H 0.22031 4.62172 5.08588
H 1.68745 3.95316 3.17404
I 1.93239 -0.99422 2.99147
C 3.46794 0.99161 0.49004
C 4.14713 1.12367 1.68025
C 5.55728 1.15098 1.77446
C 6.32349 1.16807 0.65126
C 5.69442 1.20247 -0.61521
C 6.44911 1.39930 -1.79555
C 5.84044 1.48551 -3.01574
C 4.44299 1.35949 -3.10605
C 3.69141 1.16123 -1.97728
P 1.88882 1.16208 -1.94960
C 1.50052 0.15721 -3.42839
C 1.57334 0.69874 -4.71240
C 1.35134 -0.09513 -5.82802
C 1.04258 -1.43900 -5.67918
C 0.96580 -1.98736 -4.40758
C 1.19638 -1.19653 -3.29225
C 1.54445 2.89790 -2.40401
C 0.50490 3.27878 -3.24582
C 0.30299 4.61756 -3.55124
C 1.11762 5.59155 -2.98889
C 2.12457 5.22202 -2.10797
C 2.33884 3.88242 -1.81816
C 4.28228 1.08663 -0.69368
H 3.59866 1.20582 2.60771
H 6.02175 1.14161 2.75213
H 7.40441 1.19254 0.70731
H 7.52327 1.50750 -1.71160
H 6.42188 1.67153 -3.90860
H 3.97314 1.43752 -4.07742
H 1.79472 1.74832 -4.85254
H 1.42513 0.33968 -6.81595
H 0.86537 -2.05452 -6.55079
H 0.72356 -3.03481 -4.28199
H 1.12294 -1.63162 -2.30861
H -0.15963 2.53026 -3.65919
H -0.48972 4.90051 -4.23308
H 0.96593 6.63418 -3.23436
H 2.75469 5.97615 -1.65586
H 3.12994 3.60106 -1.13271
C 3.36210 -3.14672 -0.11712
C 1.99573 -2.56117 -0.03412
N 0.96010 -3.32728 0.24562
O 1.83889 -1.33271 -0.24556
H 3.35158 -4.14074 -0.56167
H 3.74398 -3.21957 0.90501
H 4.00857 -2.47964 -0.68044
H 1.09034 -4.29312 0.49905
H 0.06335 -2.89252 0.41900
F -6.39808 -5.83404 -2.94148
C -5.49552 -4.92236 -2.54304
C -4.75817 -4.25178 -3.49800
C -3.84754 -3.29481 -3.07620
C -3.67253 -3.00204 -1.72248
C -4.41469 -3.72812 -0.79442
C -5.33420 -4.68810 -1.19371
Sb -2.31306 -1.41676 -1.16651
C -3.63686 -0.60973 0.31651
C -3.77547 -1.32635 1.50846
C -4.64239 -0.92376 2.51413
C -5.37146 0.23417 2.32009
F -6.21945 0.63461 3.27689
C -5.24534 0.99451 1.17573
C -4.37538 0.56257 0.18242
C -2.94160 -0.20787 -2.80628
C -2.01105 0.28195 -3.71638
C -2.40653 0.98435 -4.84917
C -3.75391 1.20268 -5.04425
F -4.14972 1.89620 -6.12347
C -4.71544 0.72440 -4.17219
C -4.30006 0.00191 -3.06548
H -4.90361 -4.47661 -4.54555
H -3.27862 -2.76321 -3.83055
H -4.30067 -3.55355 0.26780
H -5.92238 -5.24509 -0.47745
H -3.18208 -2.22030 1.67961
H -4.75704 -1.48451 3.43202
H -5.83035 1.89800 1.06879
H -4.29067 1.16023 -0.71523
H -0.95702 0.12452 -3.54918
H -1.68949 1.34180 -5.57667
H -5.76195 0.90312 -4.37684
H -5.05186 -0.41878 -2.40818
C -2.61799 3.01326 -1.62879
S -1.57925 2.55585 -0.25559
C -0.73057 4.12343 -0.04410
O -0.53274 1.58206 -0.80854
H -3.41250 3.64512 -1.22867
H -3.04078 2.10444 -2.05259
H -2.03185 3.54508 -2.37222
H -1.26665 4.70331 0.70721
H -0.68267 4.66456 -0.98724
H 0.27275 3.89578 0.30301

---

Record 2
106
Properties=species:S:1:pos:R:3 method="wB97M-V/def2-TZVPD" total_charge=+1 max_force_ev_per_a=1.3 spin_multiplicity=5 orbital_gap_ha="0.303 / 0.201"
Pt 0.17854 -0.26472 -1.33347
C -2.81624 -2.19936 4.01162
C -2.82157 -1.12346 2.96277
C -3.97466 -0.15178 3.08950
O -2.87972 -1.71514 1.64833
C -1.87301 -1.24784 0.84561
C -1.20104 -0.10277 1.67982
O -1.58412 -0.45072 2.99984
C 0.27937 0.40779 1.68719
O 0.68405 0.82835 0.37850
C 0.22589 1.64398 2.64335
C 0.31403 1.49455 4.02919
C 0.25119 2.59492 4.87201
C 0.09870 3.87355 4.35020
C 0.01131 4.03706 2.97805
C 0.07399 2.92925 2.13524
C 1.34917 -0.52932 2.26368
C 2.66347 -0.06143 2.15801
C 3.72673 -0.74454 2.72205
C 3.49756 -1.92322 3.43181
C 2.19858 -2.38132 3.57227
C 1.13194 -1.68509 3.00347
C -1.07620 -2.53532 0.20057
O 0.12805 -1.99042 -0.13430
C -0.91262 -3.73489 1.13485
C 0.35763 -4.17843 1.47407
C 0.52572 -5.30746 2.27108
C -0.57987 -6.00545 2.72847
C -1.85698 -5.57960 2.37292
C -2.02229 -4.45555 1.57913
C -1.76527 -2.93431 -1.15117
C -2.52637 -2.05381 -1.91937
C -2.99733 -2.42648 -3.17493
C -2.69708 -3.67741 -3.69361
C -1.92465 -4.55468 -2.94223
C -1.46083 -4.18664 -1.68875
H -3.78122 -2.70898 4.04181
H -2.62829 -1.73962 4.98352
H -2.03518 -2.93165 3.80141
H -4.92702 -0.68107 3.03042
H -3.93767 0.59311 2.29033
H -3.90642 0.36027 4.05090
H -2.31734 -0.79522 -0.02952
H -1.74542 0.78768 1.34815
H 0.44369 0.50799 4.45790
H 0.32513 2.45164 5.94490
H 0.05500 4.73262 5.00989
H -0.10371 5.02648 2.55417
H -0.00059 3.07578 1.07159
H 2.83109 0.89764 1.67847
H 4.73249 -0.34325 2.64295
H 4.32169 -2.45810 3.88829
H 1.99895 -3.28545 4.13726
H 0.12765 -2.06246 3.14564
H 1.22431 -3.63988 1.11208
H 1.52580 -5.64266 2.52451
H -0.45211 -6.88364 3.35139
H -2.72745 -6.13237 2.70915
H -3.02000 -4.15025 1.28624
H -2.81037 -1.07441 -1.56136
H -3.61007 -1.73161 -3.73830
H -3.06515 -3.96910 -4.67057
H -1.68233 -5.53706 -3.32903
H -0.85653 -4.88627 -1.12723
C 5.70466 -1.14212 -0.58841
C 4.51875 -1.23723 -1.51705
C 4.58111 -1.85274 -2.75809
C 3.46048 -1.93205 -3.57805
C 2.29911 -1.38005 -3.09790
Br 0.66814 -1.44842 -4.04194
N 2.21000 -0.77646 -1.91575
C 3.29497 -0.70688 -1.13770
H 6.58410 -1.61675 -1.02193
H 5.48690 -1.62877 0.36473
H 5.95103 -0.10051 -0.37528
H 5.51631 -2.28660 -3.09560
H 3.48992 -2.41346 -4.54771
H 3.14834 -0.21795 -0.18727
O 0.60169 2.18868 -1.85925
C -0.36002 3.01602 -2.33013
C -2.02194 2.10493 -1.94184
O -2.94401 2.76088 -2.31831
O -1.78345 1.03795 -1.38284
C -0.37091 4.35044 -1.59993
C -1.49483 5.02904 -1.13949
C -1.35385 6.27560 -0.53909
C -0.10302 6.85301 -0.39300
C 1.02415 6.17719 -0.84554
C 0.89426 4.93537 -1.44322
C -0.35597 3.03730 -3.81286
C -1.24121 3.87004 -4.50839
C -1.19953 3.92212 -5.88634
C -0.28841 3.13634 -6.58902
C 0.59118 2.30560 -5.90518
C 0.55739 2.24875 -4.52169
H 0.69382 2.26504 -0.86600
H -2.48158 4.60453 -1.24543
H -2.23685 6.79272 -0.18389
H -0.00283 7.82361 0.07870
H 2.00699 6.62222 -0.74608
H 1.77480 4.42922 -1.82428
H -1.95513 4.47652 -3.96378
H -1.87784 4.57764 -6.41976
H -0.26597 3.17523 -7.67145
H 1.31288 1.70981 -6.44958
H 1.26135 1.62577 -3.98510

---

Record 3
111
Properties=species:S:1:pos:R:3 method="wB97M-V/def2-TZVPD" total_charge=-1 max_force_ev_per_a=0.2 orbital_gap_ha=0.242 e_above_lowest_kcal_mol=0.0
K 0.54871 1.89711 0.20303
I -3.25523 8.50609 2.70261
C -2.72461 6.56245 2.15828
C -2.66339 6.21192 0.81779
C -2.32627 4.91653 0.47637
I -2.12626 4.39177 -1.53547
C -2.04934 3.90094 1.42958
O -1.76421 2.69660 1.11104
C -2.08079 4.33034 2.79290
C -1.67194 3.32824 3.83070
N -0.21454 3.12524 3.79827
C 0.20342 2.05605 4.68688
C -0.05449 0.65731 4.15752
C -0.51770 -0.37344 4.96474
C -0.66803 -1.64130 4.42372
C -0.35495 -1.84309 3.09160
C 0.09197 -0.75332 2.36259
N 0.24390 0.46529 2.86919
C -2.41700 5.62436 3.13569
H -2.86868 6.94082 0.04578
H -2.20886 2.38303 3.65625
H -1.93412 3.69278 4.82809
H 0.00760 2.80048 2.85967
H -0.28487 2.17531 5.65797
H 1.28143 2.15326 4.86515
H -0.76027 -0.17478 6.00113
H -1.03538 -2.45945 5.03116
H -0.45504 -2.81068 2.62042
H 0.35353 -0.87431 1.31507
H -2.42876 5.90935 4.18143
C -0.03483 -2.48553 -1.38246
C -0.46170 -1.85127 -2.70697
C -1.94395 -1.47842 -2.71539
Sb -2.29037 0.17265 -1.36281
C -4.23678 0.63717 -2.12073
C -4.32901 1.23058 -3.37835
C -5.55800 1.59289 -3.90944
C -6.71848 1.37728 -3.17872
C -6.63861 0.79811 -1.92140
C -5.40605 0.43007 -1.39656
C -2.99686 -0.86895 0.37954
C -3.33544 -2.21958 0.41602
C -3.80121 -2.80407 1.58686
C -3.95259 -2.03588 2.73406
C -3.62220 -0.68918 2.70838
C -3.13521 -0.10958 1.54305
Sb 2.06788 -2.26328 -0.96688
C 2.02351 -3.44439 0.82932
C 1.22843 -4.57928 0.98606
C 1.20753 -5.27825 2.18523
C 1.98890 -4.85061 3.25206
C 2.78839 -3.72724 3.11062
C 2.80197 -3.03150 1.90776
C 2.69121 -3.85876 -2.27177
C 3.13626 -5.10209 -1.83345
C 3.55040 -6.07124 -2.73941
C 3.52558 -5.81123 -4.10132
C 3.09199 -4.57168 -4.55310
C 2.68655 -3.60525 -3.64402
H -0.30745 -3.54225 -1.34550
H -0.54091 -2.00184 -0.54076
H -0.23494 -2.54863 -3.52066
H 0.12432 -0.94500 -2.89069
H -2.58748 -2.33188 -2.48947
H -2.24363 -1.09546 -3.69499
H -3.42989 1.42956 -3.95398
H -5.60821 2.05630 -4.88691
H -7.67898 1.66892 -3.58459
H -7.53934 0.63495 -1.34218
H -5.36247 -0.02048 -0.41208
H -3.24240 -2.82947 -0.47510
H -4.05758 -3.85695 1.59998
H -4.32345 -2.48965 3.64550
H -3.72741 -0.08465 3.60185
H -2.85243 0.94013 1.53955
H 0.62126 -4.93541 0.16177
H 0.58173 -6.15638 2.28811
H 1.97183 -5.39277 4.18948
H 3.39608 -3.38569 3.93967
H 3.41771 -2.14270 1.81695
H 3.16099 -5.32891 -0.77380
H 3.89322 -7.03339 -2.37821
H 3.84678 -6.56706 -4.80679
H 3.07541 -4.35493 -5.61407
H 2.36729 -2.63727 -4.01791
Br 4.10688 5.57924 -5.82540
C 3.03706 4.05524 -5.42909
C 2.40618 3.39169 -6.46832
C 1.63020 2.27968 -6.17256
C 1.49808 1.84500 -4.86238
C 2.13431 2.52361 -3.83077
C 2.90899 3.64204 -4.11601
C 1.98085 2.06138 -2.38694
O 2.46854 2.78940 -1.49492
O 1.35355 0.98184 -2.20751
H 2.51900 3.74019 -7.48564
H 1.12632 1.75499 -6.97472
H 0.90211 0.97796 -4.61110
H 3.38456 4.16793 -3.30020
N 5.17057 1.75269 3.93841
C 4.83736 1.37663 2.64982
C 3.53422 0.95879 2.33228
N 3.19269 0.62850 1.10009
C 4.13354 0.74559 0.15793
C 5.40960 1.16237 0.47861
N 5.77860 1.46537 1.72260
H 4.62967 1.34023 4.68042
H 6.16369 1.77572 4.10926
H 2.77009 0.88685 3.09533
H 3.84412 0.51890 -0.85819
H 6.16603 1.25269 -0.29148

---

Record 4
112
Properties=species:S:1:pos:R:3 method="wB97M-V/def2-TZVPD" total_charge=-2 max_force_ev_per_a=3.1 spin_multiplicity=8 orbital_gap_ha="0.166 / 0.238" e_above_lowest_kcal_mol=7.6
Eu -0.07210 0.02921 -0.24235
Br 0.97097 0.19024 -3.25308
C 0.46554 2.04656 -3.64986
C 0.68022 2.48645 -4.92626
C 0.37092 3.81554 -5.24764
C -0.10276 4.65399 -4.28019
C -0.31162 4.20542 -2.96055
C -0.74542 5.09348 -1.95989
C -0.96041 4.63722 -0.69176
C -0.77704 3.28074 -0.38956
C -0.33042 2.32148 -1.29863
C -0.06040 2.84161 -2.60796
H 1.07700 1.82035 -5.67606
H 0.52748 4.16491 -6.25740
H -0.33262 5.68548 -4.51228
H -0.90428 6.13118 -2.21659
H -1.27670 5.31584 0.08948
H -0.99714 2.99099 0.63688
O -6.72394 0.20240 2.49790
C -6.45652 1.24868 1.89580
O -7.10506 2.25955 1.65861
C -5.00277 1.18009 1.29152
C -4.83767 1.09032 -0.09095
C -3.58542 0.83173 -0.61283
N -2.49829 0.68625 0.14372
C -2.64766 0.82320 1.47124
C -3.86525 1.05152 2.08710
C -1.34911 0.72213 2.20340
O -1.06166 1.59171 3.04687
O -0.56612 -0.21939 1.89036
H -5.68853 1.23022 -0.74349
H -3.42584 0.73889 -1.68414
H -3.93166 1.13467 3.16191
C -0.44330 -6.92263 -0.09462
C -0.72593 -6.25616 -1.44005
N 0.26004 -5.25853 -1.80200
C 1.38947 -5.62550 -2.62367
C 2.63685 -5.95502 -1.80205
C 0.15743 -4.01372 -1.28651
S 1.26392 -2.82192 -1.71588
N -0.81257 -3.83720 -0.38289
C -1.41293 -2.68191 -0.18765
O -1.32365 -1.65784 -0.92570
C -2.39005 -2.70150 0.93653
C -2.07359 -3.31045 2.14448
C -3.00385 -3.34125 3.16708
C -4.25502 -2.77274 2.98620
C -4.58821 -2.18434 1.77699
C -3.65757 -2.15754 0.75314
H -1.25023 -7.60837 0.15028
H -0.39710 -6.15647 0.67217
H 0.49244 -7.47704 -0.11108
H -1.69968 -5.76042 -1.38620
H -0.75899 -7.01118 -2.23035
H 1.62567 -4.78024 -3.27904
H 1.10464 -6.48759 -3.23173
H 2.91526 -5.08645 -1.21113
H 3.46205 -6.20278 -2.46585
H 2.46036 -6.79124 -1.12878
H -1.09844 -3.76006 2.26720
H -2.75930 -3.80970 4.11200
H -4.98010 -2.78376 3.78649
H -5.56194 -1.73193 1.65258
H -3.90193 -1.72217 -0.20519
C 4.49493 -0.83001 0.72622
C 4.04978 -1.93974 1.69274
C 2.61153 -2.25317 1.24327
O 2.18342 -1.13311 0.48270
C 3.33544 -0.75048 -0.27211
H 5.43696 -1.06094 0.23390
H 4.59224 0.11977 1.25399
H 4.06746 -1.58584 2.72352
H 4.67880 -2.82596 1.61751
H 1.91865 -2.39003 2.07715
H 2.59157 -3.14980 0.60592
H 3.16633 0.26289 -0.65151
H 3.48177 -1.44906 -1.10919
S 1.78524 1.70660 1.17749
Sb 1.35583 1.16331 3.38253
C 1.53059 3.14731 4.22608
C 1.51696 4.20912 3.33428
C 1.85706 5.48442 3.75035
C 2.19047 5.71043 5.07500
C 2.18590 4.65794 5.97463
C 1.87474 3.37654 5.54691
C 0.48535 -0.32223 4.76408
C 0.37596 0.03344 6.09866
C -0.03059 -0.89440 7.04309
C -0.34825 -2.18586 6.65683
C -0.26794 -2.53623 5.32028
C 0.15173 -1.60806 4.37831
C 3.40332 0.70594 3.98168
C 3.76825 -0.25569 4.90895
C 5.09689 -0.39331 5.28270
C 6.06816 0.41192 4.71347
C 5.70733 1.37136 3.78216
C 4.37920 1.52018 3.43008
H 1.26747 4.02836 2.29662
H 1.87775 6.30146 3.04102
H 2.46556 6.70509 5.40017
H 2.43592 4.83171 7.01218
H 1.93366 2.55628 6.24789
H 0.61182 1.04001 6.40430
H -0.09894 -0.60091 8.08145
H -0.66366 -2.91350 7.39178
H -0.53160 -3.53626 5.00310
H 0.19311 -1.89346 3.33694
H 3.01504 -0.89974 5.34720
H 5.37390 -1.13158 6.02197
H 7.10579 0.29940 4.99643
H 6.45861 2.00469 3.33366
H 4.07703 2.27499 2.71486